Computed, not measured: 12 unconnected molecules or ions with the total composition C22H54BF4N4O7 in a non-equilibrium geometry, with wB97M-V/def2-TZVPD.

XYZ file:
```
92
Properties=species:S:1:pos:R:3:forces:R:3
B 0.342815 -0.257065 -0.211870 -0.30 -1.63 0.39
F 0.153815 0.270935 1.022130 -0.12 1.05 1.15
F -0.856185 -0.747065 -0.708870 -0.28 -0.31 -0.58
F 0.958815 0.535935 -1.098870 0.67 2.11 -1.48
F 1.215815 -1.361065 -0.080870 0.63 -1.33 0.49
C -2.300185 -1.158065 2.512130 3.68 0.42 -0.88
C -1.857185 -1.308065 3.945130 0.01 0.68 1.15
N -1.423185 -1.343065 5.036130 -1.16 -0.07 -2.74
H -1.410185 -1.775065 1.876130 -2.86 2.06 1.39
H -3.272185 -1.381065 2.218130 -1.75 -2.24 0.20
H -2.543185 -0.091065 2.148130 2.00 -0.90 0.84
C 3.469815 -0.510065 -3.060870 -1.94 1.22 -4.16
C 3.986815 -0.917065 -4.423870 -0.15 0.13 2.68
N 4.490815 -1.238065 -5.393870 0.30 -0.16 -1.08
H 2.378815 -0.239065 -3.312870 1.74 0.47 0.80
H 3.368815 -1.273065 -2.393870 0.15 -2.51 1.58
H 4.118815 0.233935 -2.653870 -0.09 0.85 0.15
C -0.350185 3.517935 0.017130 -2.22 -0.60 -4.70
C -1.649185 4.051935 -0.643870 0.69 -0.09 -0.93
N -2.651185 4.357935 -1.155870 1.83 -0.39 1.07
H -0.717185 3.245935 0.902130 -0.93 -2.15 3.62
H 0.278815 2.798935 -0.556870 -1.38 -0.02 0.26
H 0.324815 4.210935 0.270130 2.11 3.49 0.62
C 0.626815 -3.486065 -2.232870 -0.50 4.03 -5.09
C 1.055815 -3.609065 -3.709870 -0.75 -0.53 5.66
N 1.534815 -3.682065 -4.722870 1.11 -0.16 -3.39
H 0.486815 -2.367065 -2.260870 0.26 -0.69 0.56
H -0.376185 -3.736065 -2.206870 -1.79 -1.44 0.79
H 1.281815 -3.650065 -1.461870 1.58 -1.24 1.38
C -2.467185 -0.974065 -4.239870 -2.35 -3.79 3.79
C -3.050185 -2.218065 -4.958870 -7.89 5.72 2.51
O -4.171185 -2.772065 -4.071870 0.67 1.14 -1.21
H -3.212185 -0.284065 -3.970870 -0.71 1.57 -0.58
H -1.719185 -0.812065 -4.848870 4.00 2.61 -2.82
H -2.021185 -1.210065 -3.175870 -0.70 -0.24 -2.09
H -2.355185 -2.819065 -5.057870 6.46 -6.72 0.21
H -3.298185 -2.139065 -6.064870 -0.79 0.88 1.31
H -4.708185 -2.023065 -3.669870 1.39 -1.17 -1.06
C 3.444815 3.619935 1.292130 2.56 5.70 0.60
C 2.951815 2.252935 1.482130 -1.98 -0.48 -1.05
O 2.338815 2.134935 2.745130 1.46 1.39 -0.07
H 2.845815 4.712935 1.281130 0.37 -3.49 0.06
H 3.940815 3.636935 0.313130 0.10 0.11 0.15
H 4.326815 4.038935 2.081130 -2.17 -1.86 -1.84
H 3.725815 1.571935 1.295130 2.03 -0.95 0.93
H 2.381815 1.823935 0.588130 -0.68 1.32 1.17
H 1.725815 1.442935 2.737130 -1.38 -2.03 -0.10
C -0.805185 2.762935 -5.147870 0.57 -0.08 -0.06
C -0.554185 2.184935 -3.779870 -3.13 1.32 3.34
O 0.378815 1.191935 -3.769870 0.92 0.09 -4.26
H -1.262185 3.784935 -5.051870 -0.22 -1.34 -0.43
H -1.175185 2.020935 -5.907870 -0.21 1.03 0.82
H 0.225815 2.965935 -5.421870 0.26 0.19 -0.62
H -1.502185 1.732935 -3.145870 1.53 1.38 -1.82
H -0.211185 3.078935 -3.120870 -0.43 -1.18 -0.85
H 0.452815 0.955935 -2.905870 0.68 -1.45 3.96
C 0.067815 2.596935 5.179130 3.23 -4.15 -4.86
C -0.509185 2.845935 3.785130 7.08 0.18 1.64
O 0.297815 3.843935 3.134130 0.10 -0.42 -0.54
H 1.105815 1.916935 5.086130 -3.08 1.21 0.38
H -0.638185 2.269935 5.799130 -2.51 -2.04 2.74
H 0.447815 3.424935 5.518130 1.80 4.98 1.95
H -1.406185 3.160935 3.771130 -6.49 3.20 0.59
H -0.668185 1.941935 3.330130 0.70 -2.63 -2.02
H 1.232815 3.525935 3.029130 -1.17 -0.16 0.23
C 0.813815 -6.005065 2.024130 -2.50 1.00 1.00
C 1.275815 -4.748065 1.296130 0.81 -4.23 -2.70
O 0.341815 -3.835065 1.203130 -3.77 4.64 -1.86
H -0.174185 -6.504065 1.898130 0.56 0.48 -1.87
H 0.572815 -5.932065 3.068130 1.01 1.03 1.16
H 1.584815 -6.661065 1.907130 1.88 -2.29 -0.13
H 1.734815 -5.180065 0.286130 -1.12 0.94 1.16
H 2.089815 -4.327065 1.728130 3.00 0.78 1.91
H 0.520815 -2.994065 0.642130 0.18 -2.14 1.32
C -4.613185 1.702935 0.393130 -0.29 2.11 0.02
C -3.271185 1.407935 -0.241870 -4.39 -5.13 -4.03
O -3.331185 -0.059065 -0.457870 0.64 0.28 0.92
H -4.788185 2.640935 -0.126870 -0.60 0.86 0.83
H -4.394185 1.843935 1.423130 0.01 0.79 1.14
H -5.626185 1.249935 0.461130 1.22 -1.08 -1.22
H -2.520185 1.797935 0.306130 2.72 0.78 1.90
H -3.233185 1.687935 -1.295870 0.12 1.15 0.36
H -2.498185 -0.364065 -0.841870 -0.11 0.15 0.27
C 2.307815 -1.015065 4.753130 3.68 -9.49 1.07
C 1.757815 -1.471065 3.474130 -1.02 4.10 0.06
O 2.578815 -1.025065 2.428130 -0.36 0.12 -2.15
H 3.427815 -1.356065 4.782130 -1.60 0.71 -0.14
H 1.979815 -1.434065 5.744130 -0.55 -0.68 -1.29
H 2.311815 -0.132065 5.040130 -0.16 8.85 1.13
H 0.782815 -1.024065 3.398130 -0.79 0.78 -0.31
H 1.498815 -2.420065 3.335130 -0.25 -4.59 0.17
H 2.043815 -1.130065 1.580130 1.13 0.20 1.43
```
Forces are in eV/Å.

Orbital gap ... 10.17 eV
Energy above the lowest of the compared OMol25 structures with the same formula, charge and spin ... 106.9 kcal per mole
E_tot ... -55524.78241 eV
E_LUMO ... 2.453 eV
Total charge ... -1

Atom charges from the Mulliken analysis, given in e for atoms 1 to 2: B 0.973; F 0.211

Computed, not measured: a molecular structure, C22H54F12N2NiO17S4 in a non-equilibrium geometry, with wB97M-V/def2-TZVPD.

XYZ file:
```
112
Properties=species:S:1:pos:R:3:forces:R:3
Ni -0.916622 0.280583 -0.117398 1.23 -1.12 0.00
C -4.343482 1.878513 1.642646 0.93 0.23 1.78
F -4.484329 0.596582 1.390605 -0.05 -0.65 -0.74
F -4.740548 2.615753 0.651510 -0.75 0.08 -0.25
F -5.043352 2.097705 2.784150 0.58 0.49 -1.03
S -2.479264 2.176017 2.028135 0.69 -1.72 2.67
O -2.354539 3.413679 2.801245 -0.06 -1.68 -2.20
O -2.111179 0.965216 2.775785 -0.58 1.45 -1.48
N -1.683256 2.025864 0.424033 -2.82 0.81 3.70
S -1.723151 3.508456 -0.083557 0.83 4.86 -2.90
O -1.323073 3.543744 -1.473076 0.23 -0.85 0.36
O -2.860583 4.385419 0.170716 0.85 -1.83 0.63
C -0.255820 4.416133 0.823378 -0.98 -0.16 -0.76
F 0.501680 3.513709 1.434822 0.16 0.05 0.31
F 0.467832 5.047229 -0.101020 0.05 -0.22 -0.01
F -0.697826 5.324327 1.669587 0.06 -0.20 0.17
C 4.014951 4.238103 1.200280 2.24 -0.33 -0.26
F 5.125086 4.994670 1.376637 -0.93 -0.27 0.34
F 2.951280 4.875584 1.694719 0.76 -0.74 -0.62
F 3.943466 4.053275 -0.140476 -0.82 0.13 0.88
S 4.268767 2.513241 2.057043 -0.94 0.69 0.79
O 4.005067 2.784993 3.478455 1.00 -0.27 -2.11
O 3.213850 1.728758 1.407570 0.77 0.52 -0.13
N 5.881149 2.015087 1.652081 -3.99 2.03 -0.23
S 5.988904 0.690399 2.458770 3.21 -3.10 3.28
O 6.512116 0.896576 3.826301 -0.74 -0.37 -2.18
O 4.914561 -0.294783 2.360470 0.71 0.83 -0.44
C 7.545311 -0.133244 1.534389 -1.76 0.37 1.06
F 7.235461 -0.471801 0.294885 -0.18 0.10 -0.78
F 8.606593 0.638857 1.537203 0.37 0.66 -0.11
F 7.858736 -1.251610 2.176714 -0.09 -0.33 0.43
C 0.590272 -3.220284 -2.378286 0.36 -0.07 -0.55
C 0.634153 -1.710977 -2.115540 -0.35 -1.62 -0.53
O 0.150985 -1.549183 -0.778450 -0.10 1.34 -0.94
H 0.899792 -3.435853 -3.400938 0.16 -0.03 -0.08
H -0.398306 -3.664987 -2.263956 -0.14 0.36 0.11
H 1.263068 -3.765605 -1.716407 0.13 0.09 0.07
H 0.007015 -1.228828 -2.865435 -0.48 0.27 0.49
H 1.633860 -1.327565 -2.319723 0.21 0.13 0.68
H 0.444821 -2.336388 -0.314164 -0.13 -0.25 0.98
C 0.972815 0.977967 3.815032 0.29 0.33 0.15
C 0.867986 -0.075283 2.714350 -0.04 0.06 0.47
O 0.545617 0.571553 1.466329 -0.30 -0.60 -0.15
H 1.967343 1.423903 3.827630 0.17 -0.26 0.03
H 0.771285 0.590793 4.813820 0.01 -0.17 -0.07
H 0.326214 1.843177 3.668727 -0.44 -0.33 -0.18
H 0.138203 -0.862133 2.905070 -0.31 0.35 -0.08
H 1.827656 -0.579610 2.601283 0.14 0.07 -0.07
H 1.293392 1.165404 1.367429 0.46 0.54 -0.57
C -1.841476 -2.088374 -5.066036 -0.34 -0.28 0.01
C -2.973849 -2.788141 -4.343893 0.12 -0.77 -1.66
O -2.771661 -2.816054 -2.966620 0.00 0.54 1.10
H -0.869729 -2.429692 -4.709228 -0.02 0.17 0.14
H -1.976531 -1.010235 -4.979637 0.41 0.04 -0.04
H -1.913087 -2.391102 -6.110708 0.03 0.29 -0.12
H -3.045098 -3.817964 -4.693868 0.15 -0.21 -0.14
H -3.907101 -2.336274 -4.680001 -0.32 0.32 0.47
H -3.356696 -3.482140 -2.598279 -0.05 0.05 0.25
C -0.679420 -2.308860 5.766244 0.14 0.88 -0.17
C -1.357963 -2.708768 4.463381 -0.61 -0.25 0.78
O -2.404946 -1.785141 4.099117 0.75 -0.30 -0.35
H 0.080995 -3.008584 6.113016 -0.13 -0.12 -0.11
H -1.402780 -2.128374 6.561409 -0.22 -0.46 0.05
H -0.215193 -1.327890 5.664794 0.26 -0.03 -0.24
H -1.830978 -3.679578 4.611332 0.07 -0.32 -0.12
H -0.657998 -2.812451 3.634279 -0.06 0.34 -0.06
H -3.030092 -1.798808 4.827536 -0.16 0.21 0.01
C -4.581815 0.198793 -2.204816 -0.22 0.45 -0.16
C -3.143133 0.668085 -2.414457 -0.94 0.11 0.53
O -2.284147 -0.210994 -1.692472 0.72 0.34 0.15
H -4.868622 0.093741 -1.158487 0.33 0.02 0.08
H -4.746321 -0.757501 -2.701339 0.04 -0.09 -0.01
H -5.289765 0.910516 -2.629502 0.03 0.06 -0.18
H -2.939898 1.662708 -2.017564 -0.18 0.00 -0.18
H -2.921109 0.654809 -3.481525 0.31 0.04 -0.02
H -2.361326 -1.069169 -2.115767 0.17 -0.84 0.10
C -3.928830 -2.515159 0.944563 -0.70 -0.17 0.14
C -2.431780 -2.431815 0.937574 -0.41 -2.08 -1.20
O -1.948558 -1.140537 1.129553 0.19 0.17 -0.05
H -4.272902 -2.330481 1.962207 -0.40 0.50 -0.17
H -4.295854 -3.514050 0.708728 0.36 -0.31 0.02
H -4.383327 -1.888582 0.177132 -0.02 0.42 0.35
H -2.101689 -2.864020 -0.007055 0.53 0.40 -0.09
H -2.081402 -3.100856 1.723529 0.36 0.08 0.10
H -2.231361 -0.996029 2.035506 0.27 1.30 0.76
C -0.774129 3.237297 -4.756853 -0.59 0.13 1.07
C -0.137231 1.982814 -5.287738 1.28 1.58 -1.18
O -0.057738 0.917593 -4.387798 -0.68 -0.81 1.08
H -0.238107 3.687568 -3.921365 0.25 -0.31 0.11
H -1.767976 3.045768 -4.352265 -0.20 0.04 -0.20
H -0.824819 4.043308 -5.488881 -0.08 -0.37 -0.35
H 0.893930 2.266103 -5.498767 0.23 0.04 -0.47
H -0.585871 1.692284 -6.237700 -0.27 -0.22 0.02
H 0.366026 0.190974 -4.850467 0.06 -0.11 0.07
C 2.793451 1.512881 -1.788156 -0.17 -0.91 -0.08
C 1.438162 2.137444 -1.500331 0.95 -0.03 -0.25
O 0.366800 1.167018 -1.524138 0.25 -0.02 0.73
H 3.593759 2.245032 -1.895673 -0.20 0.11 0.17
H 2.757780 0.933816 -2.710926 -0.05 0.04 -0.28
H 3.062157 0.806909 -1.002348 0.12 0.13 0.13
H 1.248576 2.869583 -2.285276 -0.35 0.29 0.40
H 1.519432 2.580423 -0.507728 -0.55 0.11 -0.19
H 0.164799 0.982917 -2.444404 -0.25 0.03 -0.60
C 2.901111 -2.727666 0.978028 -0.02 0.79 0.55
C 1.870590 -3.412233 1.849797 1.06 -0.65 -0.49
O 0.652985 -3.606214 1.127437 -0.02 0.09 0.27
H 3.767096 -2.602913 1.628115 0.27 0.13 -0.27
H 2.594059 -1.720039 0.697858 -0.09 0.14 0.06
H 3.201402 -3.226172 0.056404 -0.20 -0.46 0.21
H 1.748807 -2.905900 2.807340 -0.37 0.49 -0.16
H 2.309095 -4.369124 2.132942 -0.21 -0.42 -0.10
H 0.147332 -4.263632 1.610875 -0.26 -0.03 -0.15
```
Forces are in eV/Å.

<S²> ... 2.003
Orbital gap (spin up / spin down) ... 8.34 / 8.34 eV
Spin multiplicity ... 3
Energy above the lowest of the compared OMol25 structures with the same formula, charge and spin ... 0.0 kcal per mole
E_tot ... -178467.19608 eV
E_LUMO (spin up / spin down) ... -0.437 / -0.438 eV

Atom charges from the Mulliken analysis, given in e for atoms 1 to 2: Ni 0.773; C 0.624

Question: Look up the E_tot of the first one.
Answer: -55524.78241 eV

Question: The lowest E_tot belongs to which entry?
Answer: C22H54F12N2NiO17S4

Question: Which formula does entry 2 have?
Answer: C22H54F12N2NiO17S4

Question: Number 2 is which compound?
Answer: C22H54F12N2NiO17S4